No. 1
C6H10ClN | ωB97M-V/def2-TZVPD

Each line ends with the natural charge from an NBO analysis.
CARTESIAN COORDINATES (ANGSTROEM)
C1 -0.63644 1.36703 -0.55347  -0.645
C2 0.30425 0.31921 0.07263  0.081
C3 1.42811 0.89320 1.02737  -0.422
C4 1.82287 0.36731 -0.27493  -0.246
C5 -1.72537 -0.97126 0.40041  -0.267
C6 -0.72435 -1.87755 -0.37845  -0.282
H1 0.09754 1.84412 -1.57640  0.213
H2 -1.55719 0.76641 -1.16273  0.227
H3 -0.99614 2.20901 0.25908  0.245
H4 1.71933 0.31842 1.84247  0.237
H5 1.53920 1.98867 1.06024  0.210
H6 2.11722 1.02778 -1.06563  0.228
H7 -2.18508 -1.48148 1.28578  0.205
H8 -2.34128 -0.09194 -0.08755  0.209
H9 -0.38058 -1.70877 -1.53009  0.227
H10 -0.80060 -2.95309 0.14670  0.220
N1 -0.32432 -0.89918 0.61436  -0.435
Cl1 2.64284 -1.11789 -0.07981  -0.004

Values from the calculation:
Energy above the lowest of the compared OMol25 structures with the same formula, charge and spin = 113.6 kcal per mole
Total charge = 0
HOMO energy = -8.56 eV
F_max = 0.083 hartree/bohr

No. 2
C6H10F4IN2O9S2 | ωB97M-V/def2-TZVPD

Each line ends with the natural charge from an NBO analysis.
CARTESIAN COORDINATES (ANGSTROEM)
N1 2.14334 1.63692 0.47439  -0.785
C1 1.00271 0.87591 0.86459  0.163
O1 -0.15964 1.44256 0.23839  -0.513
C2 -1.36577 0.80715 0.66819  0.049
C3 -2.37786 1.09440 -0.49270  -0.678
S1 -4.08139 1.28465 0.11536  1.979
O2 -4.17187 0.79534 1.47766  -0.947
O3 -4.45706 2.67565 0.05274  -0.919
C4 -1.23676 -0.74465 0.93205  0.403
F1 -2.37809 -1.31753 0.39972  -0.319
C5 -1.24293 -1.15700 2.44310  0.949
F2 -1.96632 -0.34011 3.19645  -0.287
F3 -1.77427 -2.38069 2.58054  -0.298
F4 -0.01619 -1.21758 2.96650  -0.297
N2 -0.12131 -1.35430 0.16392  -0.162
O4 0.11213 -2.67742 0.53862  -0.496
C6 1.19279 -0.54914 0.22777  0.241
O5 1.55688 -0.29364 -1.09400  -0.679
I1 2.86931 -1.56315 1.10890  0.248
H1 1.97306 2.14999 -0.38576  0.418
H2 2.45862 2.24831 1.21571  0.374
H3 0.96323 0.86301 1.96916  0.191
H4 -1.73061 1.37966 1.53770  0.248
H5 -2.27649 0.40041 -1.34241  0.254
H6 -2.08543 2.09078 -0.87630  0.300
H7 -4.90314 0.51085 -0.67378  0.013
H8 -0.44632 -1.38367 -0.81384  0.452
H9 0.37865 -3.16124 -0.26486  0.511
H10 1.59343 -1.11264 -1.63153  0.521
O6 3.55497 -1.36573 -2.37878  -1.169
S2 4.11857 -0.19241 -3.12852  2.569
O7 3.12080 0.24674 -4.14029  -1.122
O8 5.37712 -0.59957 -3.78869  -1.089
O9 4.37585 0.90815 -2.15997  -1.122

Values from the calculation:
Total charge = -1
HOMO energy = -2.34 eV
F_max = 0.068 hartree/bohr

No. 3
C6H10FN | ωB97M-V/def2-TZVPD

Each line ends with the natural charge from an NBO analysis.
CARTESIAN COORDINATES (ANGSTROEM)
C1 -0.18321 1.83593 0.39544  0.054
C2 -1.03156 0.75041 -0.38897  -0.260
C3 -0.51699 -0.31830 -1.14814  -0.263
C4 0.98288 -0.60347 -1.06909  -0.227
C5 0.04989 -1.11819 1.25809  -0.249
C6 -1.08669 -0.64802 0.23817  -0.248
H1 -0.72102 2.11166 1.34351  0.174
H2 -0.17367 2.57217 -0.33885  0.168
H3 -1.95108 1.17049 -0.63791  0.219
H4 -1.01611 -0.67050 -2.06135  0.232
H5 1.27147 -1.39364 -1.98547  0.182
H6 1.77455 0.15590 -1.15625  0.208
H7 2.23980 -0.78357 0.73750  0.356
H8 0.30985 -0.11794 1.97712  0.204
H9 -0.14262 -2.14956 1.74003  0.231
H10 -2.22915 -0.94640 0.15603  0.229
N1 1.28690 -1.33449 0.25012  -0.640
F1 1.13674 1.48751 0.69001  -0.372

Values from the calculation:
Energy above the lowest of the compared OMol25 structures with the same formula, charge and spin = 77.0 kcal per mole
SMILES string = FC[C@H]1[C@H]2CNC[C@@H]12
Total charge = 0
HOMO energy = -8.51 eV
F_max = 0.097 hartree/bohr

No. 4
C6H10FNS | ωB97M-V/def2-TZVPD

Each line ends with the natural charge from an NBO analysis.
CARTESIAN COORDINATES (ANGSTROEM)
C1 -0.55502 -0.43192 0.05126  -0.073
C2 -0.67394 0.81181 0.37116  -0.117
C3 0.85571 -0.91660 -0.14193  0.316
C4 -1.85471 -1.19463 -0.03098  -0.615
C5 -1.95479 1.48711 0.62799  -0.648
C6 2.95721 0.15922 -0.69149  -0.412
N1 1.66850 0.21629 0.06156  -0.583
F1 1.10227 -1.86454 0.92062  -0.408
S1 0.85113 1.73001 0.26799  0.442
H1 1.11331 -1.52372 -1.11327  0.160
H2 -2.07692 -1.45901 0.94953  0.222
H3 -1.70606 -2.04004 -0.59018  0.216
H4 -2.55617 -0.59040 -0.46821  0.206
H5 -2.57044 1.38509 -0.17917  0.220
H6 -1.88610 2.51678 0.92932  0.226
H7 -2.43229 1.08391 1.45438  0.226
H8 3.29531 1.23248 -0.53852  0.207
H9 3.64374 -0.55874 -0.13467  0.221
H10 2.77927 -0.04309 -1.74540  0.191

Values from the calculation:
Energy above the lowest of the compared OMol25 structures with the same formula, charge and spin = 0.0 kcal per mole
SMILES string = CC1=C(C)[C@H](F)N(C)S1
Total charge = 0
HOMO energy = -7.87 eV
F_max = 0.068 hartree/bohr

No. 5
C6H10IN | ωB97M-V/def2-TZVPD

Each line ends with the natural charge from an NBO analysis.
CARTESIAN COORDINATES (ANGSTROEM)
C1 1.23732 0.36977 1.12567  -0.029
C2 1.82573 -0.46374 0.49464  -0.026
C3 -2.34475 0.58505 -0.32578  0.419
C4 0.27359 1.24173 1.89576  -0.677
C5 2.47792 -1.69808 -0.01934  -0.679
C6 -1.89885 -0.64305 -0.14995  -0.652
N1 -2.58606 1.72216 -0.70305  -0.644
I1 -0.35005 -0.13002 -4.24794  -0.108
H1 -0.00359 0.50579 2.63087  0.233
H2 -0.64099 1.52374 1.28256  0.239
H3 0.79222 2.12794 2.34712  0.237
H4 3.11026 -2.16160 0.76612  0.237
H5 3.13002 -1.31194 -0.87622  0.230
H6 1.72962 -2.33642 -0.47037  0.235
H7 0.21856 0.76535 -3.09069  0.109
H8 -1.53491 -0.81943 0.79814  0.237
H9 -1.95617 -1.38812 -1.02053  0.262
H10 -3.47985 2.11085 -0.43700  0.377

Values from the calculation:
Energy above the lowest of the compared OMol25 structures with the same formula, charge and spin = 70.1 kcal per mole
SMILES string = C=C=N.CC#CC.I
Total charge = 0
HOMO energy = -9.02 eV
F_max = 0.059 hartree/bohr

No. 6
C6H10IN2 | ωB97M-V/def2-TZVPD

Each line ends with the natural charge from an NBO analysis.
CARTESIAN COORDINATES (ANGSTROEM)
C1 0.06070 -2.97479 -0.57445  0.270
C2 0.45218 -0.75863 -0.29620  0.207
C3 -0.74003 -2.27724 -1.59261  -0.343
C4 0.25501 2.82104 -0.29823  -0.353
C5 0.42116 1.87106 1.97318  -0.471
C6 -0.11542 2.81530 0.97187  -0.237
N1 0.66933 -2.08813 0.14282  -0.482
N2 -0.36644 -0.90713 -1.32047  -0.563
I1 -0.80928 0.05489 2.07396  0.121
H1 0.13351 -4.03809 -0.42378  0.258
H2 -0.46958 -2.56178 -2.61696  0.287
H3 -1.81385 -2.48726 -1.48072  0.282
H4 -0.15128 3.52922 -0.99883  0.213
H5 1.27318 -2.27743 0.93476  0.465
H6 0.99089 2.12904 -0.67698  0.197
H7 1.41532 1.51016 1.72555  0.236
H8 0.38133 2.26396 2.98453  0.244
H9 -0.87028 3.50463 1.32720  0.220
H10 -0.71645 -0.12882 -1.85464  0.448

Values from the calculation:
Energy above the lowest of the compared OMol25 structures with the same formula, charge and spin = 55.3 kcal per mole
Total charge = +1
HOMO energy = -11.99 eV
F_max = 0.041 hartree/bohr

No. 7
C6H10N | ωB97M-V/def2-TZVPD

Each line ends with the natural charge from an NBO analysis.
CARTESIAN COORDINATES (ANGSTROEM)
C1 3.10328 -0.61969 -0.77149  -0.410
C2 1.81432 -0.94758 -0.70208  -0.092
C3 -1.89526 -0.34301 -0.50648  -0.404
C4 -2.29306 -0.21188 0.90215  -0.387
C5 0.50227 0.02839 0.75431  -0.042
C6 -0.92155 0.22776 0.48171  0.016
N1 -0.04456 1.34156 0.31702  -0.539
H1 3.64562 -1.28168 -1.38332  0.246
H2 3.53985 0.10911 -0.10362  0.236
H3 1.28411 -1.76540 -1.09538  0.203
H4 -1.48108 -1.40993 -0.57951  0.248
H5 -2.23095 0.36310 -1.32303  0.257
H6 -3.06544 0.47867 1.34447  0.266
H7 -2.33005 -1.24327 1.30687  0.256
H8 0.94952 -0.12256 1.70741  0.242
H9 -0.08840 2.23811 0.78494  0.450
H10 0.15867 1.44894 -0.78092  0.454

Values from the calculation:
Energy above the lowest of the compared OMol25 structures with the same formula, charge and spin = 120.4 kcal per mole
Total charge = +1
HOMO energy = -14.05 eV
F_max = 0.088 hartree/bohr

No. 8
C6H10N | ωB97M-V/def2-TZVPD

Each line ends with the natural charge from an NBO analysis.
CARTESIAN COORDINATES (ANGSTROEM)
C1 -0.85278 0.40497 -1.02456  0.067
C2 -1.43049 1.25253 -1.84629  -0.396
C3 -1.13216 0.15638 1.29074  -0.373
C4 0.37900 0.34931 1.41526  -0.423
C5 -0.95121 -0.64401 -0.00447  -0.281
C6 0.52899 -0.16550 0.05742  0.083
N1 1.76143 -0.76271 -0.65796  -0.676
H1 -0.84334 2.06601 -2.24905  0.232
H2 -2.38419 1.01979 -2.28799  0.245
H3 -1.74810 -0.36175 2.02931  0.253
H4 -1.44921 1.16121 1.03556  0.236
H5 0.80181 1.32897 1.80185  0.244
H6 0.83797 -0.49983 2.05284  0.211
H7 -1.34389 -1.60000 -0.13773  0.244
H8 1.44396 -1.40237 -1.39266  0.452
H9 2.34503 -1.26881 0.00058  0.439
H10 2.37766 -0.09854 -1.10200  0.444

Values from the calculation:
Energy above the lowest of the compared OMol25 structures with the same formula, charge and spin = 75.9 kcal per mole
SMILES string = C=C1[C@@H]2CC[C@]12[NH3+]
Total charge = +1
HOMO energy = -13.37 eV
F_max = 0.100 hartree/bohr

| no. | E_LUMO (eV) | calculated total energy (hartree) |
| --- | --- | --- |
| 1 | 0.9237 | -749.375351 |
| 2 | 0.9810 | -2514.631219 |
| 3 | 0.9479 | -389.091857 |
| 4 | 0.8102 | -787.357568 |
| 5 | 0.6577 | -586.922723 |
| 6 | -5.3042 | -641.473234 |
| 7 | -3.5616 | -288.891114 |
| 8 | -3.6583 | -288.962079 |